# C46H130Cl8N20O10P6

12 unconnected molecules or ions with the total composition C46H130Cl8N20O10P6 in a non-equilibrium geometry (ωB97M-V/def2-TZVPD, OMol25).

The frontier orbital gap comes out at 7.62 eV. Its SMILES is CN(C)P(=O)(N(C)C)N(C)C.CN(C)P(=O)(N(C)C)N(C)C.CN(C)P(=O)(N(C)C)N(C)C.CN(C)P(=O)(N(C)C)N(C)C.CN(C)P(=O)(N(C)C)N(C)C.CN(C)P(=O)(N(C)C)N(C)C.C[N+](=O)[O-].C[N+](=O)[O-].ClCCCl.ClCCCl.ClCCCl.ClCCCl. The HOMO energy comes out at -0.2923 Eh.

CARTESIAN COORDINATES (ANGSTROEM)
C: 1.7060 4.9734 -4.9362
N: 0.8702 5.7724 -4.0518
C: 1.2769 7.1306 -3.8349
P: -0.1307 4.9040 -2.9237
O: -0.9199 5.8275 -2.0828
N: -1.1419 3.9140 -3.8350
C: -2.1865 3.1579 -3.0663
C: -1.7477 4.2953 -5.1341
N: 0.9437 3.7819 -2.1214
C: 1.4197 2.5409 -2.7469
C: 1.6618 4.3236 -0.9654
H: 1.2278 4.0272 -5.1895
H: 2.7309 4.8390 -4.5904
H: 1.7448 5.4506 -5.9154
H: 1.0228 7.3667 -2.8016
H: 0.6884 7.6654 -4.5804
H: 2.3240 7.3825 -4.0029
H: -3.0993 3.7522 -3.0259
H: -2.5214 2.2928 -3.6386
H: -1.7470 2.8475 -2.1184
H: -2.2830 5.2415 -5.0544
H: -0.9741 4.5794 -5.8475
H: -2.3194 3.4381 -5.4898
H: 1.3273 1.7394 -2.0140
H: 0.8582 2.2821 -3.6447
H: 2.4562 2.6483 -3.0667
H: 2.6721 4.6217 -1.2459
H: 1.7433 3.5422 -0.2097
H: 1.0692 5.1232 -0.5211
C: -4.3684 -0.1776 -4.4096
N: -5.2616 -1.1387 -3.6430
C: -5.2912 -0.7932 -2.1793
P: -5.9076 -2.5956 -4.2725
O: -6.9215 -3.2812 -3.4628
N: -6.3713 -2.1053 -5.8501
C: -6.2905 -2.9860 -7.0148
C: -7.2644 -0.9241 -5.9916
N: -4.4285 -3.4843 -4.5049
C: -3.9910 -4.4889 -3.5008
C: -3.3250 -3.0008 -5.3864
H: -4.3764 -0.4322 -5.4694
H: -3.3418 -0.2922 -4.0617
H: -4.6766 0.8669 -4.4564
H: -5.8748 0.1224 -2.0844
H: -4.2792 -0.5213 -1.8790
H: -5.6302 -1.6397 -1.5821
H: -5.4471 -3.6584 -6.8582
H: -7.2391 -3.4993 -7.1724
H: -6.1785 -2.3728 -7.9090
H: -7.3991 -0.6067 -7.0256
H: -8.2509 -1.1157 -5.5695
H: -6.8543 -0.0550 -5.4772
H: -3.7408 -4.0093 -2.5545
H: -4.8445 -5.1348 -3.2947
H: -3.0887 -5.0491 -3.7459
H: -2.9469 -3.9050 -5.8634
H: -2.4937 -2.6527 -4.7733
H: -3.6747 -2.2817 -6.1272
C: 2.3705 -0.0124 1.0157
N: 1.4041 -0.6507 1.8887
C: 1.8298 -2.0091 2.2639
P: -0.2522 -0.1639 2.1704
O: -1.0825 -1.2757 2.6277
N: -0.1823 1.2108 3.1855
C: -0.9657 1.3278 4.4391
C: 0.6622 2.4071 2.9660
N: -0.7573 0.4868 0.6474
C: -1.9577 1.2945 0.7488
C: -0.6722 -0.2478 -0.5699
H: 3.3465 0.1127 1.4844
H: 2.0054 0.9944 0.8129
H: 2.5419 -0.5695 0.0947
H: 1.0270 -2.5295 2.7862
H: 2.7266 -2.0228 2.8833
H: 2.0797 -2.4834 1.3149
H: -1.9028 1.8414 4.2240
H: -1.1228 0.3352 4.8613
H: -0.4429 1.9372 5.1762
H: 1.5076 2.6257 3.6184
H: 1.0876 2.3430 1.9645
H: 0.0950 3.3364 3.0181
H: -2.4112 1.2253 1.7375
H: -1.6442 2.3379 0.7171
H: -2.6738 1.1464 -0.0595
H: 0.3550 -0.5452 -0.7812
H: -1.1287 0.2996 -1.3946
H: -1.2143 -1.1853 -0.4467
C: -0.2351 1.2201 -6.3246
N: 1.1091 0.6345 -6.5877
C: 2.1438 1.5442 -7.0414
P: 1.3091 -1.0582 -6.7716
O: 2.7484 -1.3858 -6.9704
N: 0.5571 -1.7755 -5.4258
C: 0.5058 -3.2233 -5.4019
C: 0.4149 -1.0839 -4.0562
N: 0.3474 -1.4843 -8.1750
C: -1.1629 -1.3102 -8.2019
C: 0.7790 -2.1682 -9.4020
H: -0.8342 0.4627 -5.8192
H: -0.7088 1.5076 -7.2633
H: -0.1992 2.1057 -5.6902
H: 2.4841 1.2656 -8.0387
H: 2.9493 1.5857 -6.3082
H: 1.8129 2.5810 -7.1017
H: 0.2538 -3.5953 -6.3951
H: 1.4770 -3.5781 -5.0570
H: -0.3064 -3.5379 -4.7465
H: 0.4446 -1.7215 -3.1726
H: 1.1152 -0.2668 -3.8830
H: -0.5618 -0.6191 -3.9216
H: -1.5782 -1.1931 -7.2010
H: -1.4590 -0.4101 -8.7406
H: -1.5945 -2.1964 -8.6671
H: 1.8604 -2.1328 -9.5343
H: 0.2841 -1.7669 -10.2864
H: 0.5605 -3.2309 -9.2972
C: 2.8276 3.3494 6.1245
N: 1.8250 4.3602 6.6113
C: 1.4106 5.1751 5.4389
P: 1.6960 4.8086 8.2984
O: 0.2944 5.0998 8.6746
N: 2.4743 3.5561 9.2682
C: 3.1312 3.9338 10.5141
C: 1.9023 2.2270 9.2919
N: 2.8872 6.0690 8.3369
C: 2.5128 7.4504 8.0880
C: 4.2443 5.7176 7.9404
H: 3.3438 2.9234 6.9848
H: 3.5579 3.8544 5.4922
H: 2.2745 2.5735 5.5951
H: 0.8216 4.5416 4.7757
H: 2.2887 5.5775 4.9339
H: 0.7688 6.0060 5.7317
H: 4.2114 3.9823 10.3765
H: 2.8360 4.9599 10.7337
H: 2.8455 3.2671 11.3277
H: 1.0459 2.0980 9.9537
H: 1.6895 1.8054 8.3096
H: 2.6296 1.4860 9.6237
H: 1.5603 7.7359 8.5344
H: 3.1967 8.1365 8.5877
H: 2.5162 7.7336 7.0354
H: 4.5577 4.7864 8.4124
H: 4.9844 6.4203 8.3231
H: 4.2713 5.5948 6.8577
C: 3.0902 -5.7431 0.0977
N: 1.9794 -6.4468 0.8675
C: 2.2404 -6.5372 2.2837
P: 0.4277 -6.8018 0.1755
O: -0.5465 -7.6442 0.9868
N: 0.0433 -5.1598 -0.1241
C: -0.2989 -4.4628 -1.3896
C: -0.2728 -4.3022 1.1016
N: 0.8388 -7.4372 -1.3881
C: -0.3062 -7.5668 -2.2651
C: 1.7055 -8.5771 -1.4153
H: 4.0072 -5.7255 0.6867
H: 2.9086 -4.6700 0.1584
H: 3.3000 -6.0556 -0.9252
H: 1.6811 -7.3365 2.7699
H: 2.1174 -5.6040 2.8333
H: 3.2869 -6.8269 2.3786
H: 0.1508 -3.4710 -1.3429
H: 0.1245 -4.9694 -2.2568
H: -1.3794 -4.3233 -1.4239
H: -0.1312 -3.2492 0.8582
H: -1.2353 -4.5177 1.5654
H: 0.5329 -4.4617 1.8182
H: -1.0152 -6.7630 -2.0664
H: -0.0707 -7.2964 -3.2945
H: -0.7173 -8.5752 -2.2187
H: 2.1727 -8.7093 -0.4394
H: 2.4386 -8.4016 -2.2025
H: 1.2869 -9.5561 -1.6487
C: -1.3933 -1.2582 9.1627
N: -0.8097 -0.1101 8.4537
O: -0.2281 -0.2908 7.3237
O: -1.0652 0.9529 8.9382
H: -1.0399 -2.1484 8.6423
H: -2.4795 -1.1744 9.1980
H: -0.9815 -1.2809 10.1717
C: -4.4018 -1.4115 2.5510
N: -4.5079 -2.2373 1.3298
O: -5.2838 -3.2680 1.3286
O: -3.8863 -1.8585 0.3482
H: -3.6752 -1.8830 3.2127
H: -5.4293 -1.3377 2.9071
H: -3.9632 -0.4320 2.3602
Cl: 2.9767 -3.4591 -2.5190
C: 4.5006 -2.7097 -3.0153
C: 4.2899 -1.3039 -3.5152
Cl: 3.9350 -0.1516 -2.1521
H: 4.8998 -3.2992 -3.8408
H: 5.2226 -2.8072 -2.2046
H: 3.5945 -1.1733 -4.3443
H: 5.2052 -0.9266 -3.9711
Cl: 0.1004 -4.5005 4.4677
C: -0.0675 -3.0172 5.3441
C: -1.5777 -2.7029 5.3888
Cl: -2.4161 -3.7262 6.6601
H: 0.4478 -2.2669 4.7443
H: 0.4565 -2.9735 6.2988
H: -2.1063 -2.9215 4.4609
H: -1.5559 -1.6581 5.6987
Cl: 7.6433 3.5241 0.1538
C: 6.8190 2.1944 1.0018
C: 5.4820 1.7655 0.4274
Cl: 4.0380 2.7773 0.9628
H: 6.7906 2.4015 2.0716
H: 7.4889 1.3574 0.8052
H: 5.3550 0.7320 0.7497
H: 5.5081 1.7618 -0.6623
Cl: -3.6332 5.0657 5.4898
C: -2.1906 4.3502 6.0778
C: -2.2470 3.5911 7.3792
Cl: -3.4603 2.2457 7.2500
H: -1.6337 5.2540 6.3248
H: -1.7477 3.8698 5.2054
H: -2.6892 4.2621 8.1155
H: -1.3075 3.1595 7.7244